[1]
Formula: C15H11F6N5O4OsS3
Source: the OMol25 dataset
Level of theory: wB97M-V/def2-TZVPD

```
45
Properties=species:S:1:pos:R:3:forces:R:3
Os 0.2231 -0.1489 -0.1694 -0.8 -0.7 -0.4
N -0.5898 -3.1613 2.8951 0.0 0.2 -0.1
C -0.3602 -2.1262 2.1143 0.3 -0.3 -1.9
S -0.1915 -2.3637 0.3639 -0.1 -0.1 0.5
N -0.2415 -0.9135 2.6115 -0.4 0.8 1.6
N 0.0073 0.0833 1.7887 0.3 -0.8 0.0
C 0.0846 1.3268 2.2985 -0.1 0.3 1.1
C 0.0369 1.6061 3.7117 -0.1 -0.1 -0.3
C 0.5813 0.7117 4.6589 0.2 -0.1 0.2
C 0.5210 0.9900 6.0057 0.0 0.1 0.0
C -0.0825 2.1651 6.4553 0.1 -0.1 -0.3
C -0.6401 3.0531 5.5359 -0.1 0.1 -0.1
C -0.5840 2.7875 4.1855 0.0 0.0 0.1
C 0.2239 2.3588 1.2763 0.1 0.7 0.1
C 0.6423 3.6689 1.5057 -0.2 -0.7 0.1
C 0.8158 4.5186 0.4212 -0.1 -0.1 -0.4
C 0.5714 4.0485 -0.8613 -0.1 0.0 0.3
C 0.1437 2.7337 -1.0220 0.0 0.6 -0.4
N -0.0091 1.9246 0.0157 0.1 -0.1 0.1
H -0.7088 -4.0825 2.4962 0.0 0.0 0.1
H -0.7199 -3.0517 3.8929 0.1 0.1 -0.1
H 1.0955 -0.1704 4.3151 0.1 0.0 0.1
H 0.9638 0.3103 6.7164 0.1 -0.1 0.0
H -0.1157 2.3882 7.5115 0.0 0.0 0.1
H -1.1384 3.9474 5.8847 0.0 0.0 0.0
H -1.0965 3.4351 3.4904 0.0 0.1 0.0
H 0.8619 4.0011 2.5088 0.1 0.0 0.0
H 1.1494 5.5328 0.5860 0.0 0.0 0.0
H 0.7176 4.6728 -1.7287 0.0 0.0 -0.1
H -0.0727 2.3314 -2.0055 0.0 0.0 0.1
F 1.1886 -1.6768 -5.2775 -0.1 0.3 0.2
C 1.5481 -1.5992 -4.0204 0.3 -0.5 0.0
F 0.9546 -2.5464 -3.3132 -0.1 0.0 0.0
F 2.8612 -1.7275 -3.9108 -0.2 0.2 -0.1
S 1.0617 0.0753 -3.2690 1.5 0.3 -0.3
O 0.1144 -0.2953 -2.1832 -1.3 -0.4 0.6
O 0.4950 0.9291 -4.2323 -0.1 0.2 -0.5
N 2.3547 0.6849 -2.5974 0.1 0.1 -0.3
S 2.8449 0.0839 -1.2352 0.6 0.2 -0.1
O 2.4741 0.9272 -0.1055 0.2 0.4 0.3
O 2.3587 -1.2643 -1.0329 0.4 -0.8 0.2
C 4.7258 0.1372 -1.2731 0.2 0.0 -0.1
F 5.0966 1.3929 -1.1144 -0.2 0.0 -0.1
F 5.1831 -0.3423 -2.4064 -0.3 0.0 0.0
F 5.1563 -0.5890 -0.2602 -0.2 0.0 0.0
```
Forces are in eV/Å.

The spin multiplicity is 5. The value obtained for the LUMO energy (alpha / beta) is -8.15 / -10.17 eV. As for the HOMO-LUMO gap (alpha / beta): 7.1452 / 5.5639 eV. The charge is +2. As for the highest occupied orbital energy (alpha / beta): -15.30 / -15.74 eV.

[2]
Formula: C24H28N2O5S2
Source: the OMol25 dataset
Level of theory: wB97M-V/def2-TZVPD

```
61
Properties=species:S:1:pos:R:3:forces:R:3
C -2.4321 4.1549 2.5900 0.1 -0.1 -0.4
C -2.4493 4.2292 1.0651 -0.3 0.1 0.3
O -1.2008 3.9064 0.4885 0.3 -0.1 -0.1
C -0.8334 2.6030 0.3552 0.2 -0.2 0.0
C 0.4114 2.3847 -0.2383 -0.2 0.0 0.1
C 0.8806 1.1106 -0.4591 -0.1 0.1 0.0
C 0.1299 0.0007 -0.0708 -0.1 0.8 0.2
C -1.1045 0.2158 0.5289 0.3 -0.3 -0.1
C -1.5845 1.4990 0.7353 -0.2 0.4 0.0
H -2.5575 1.6083 1.1873 -0.1 0.1 0.1
H -1.7277 -0.6106 0.8293 -0.1 -0.1 0.0
N 0.6145 -1.2953 -0.3533 1.0 -0.6 -0.1
S 2.1869 -1.7027 0.1169 0.0 -0.1 0.1
O 3.0905 -0.6492 -0.2281 -0.2 0.2 0.3
O 2.4448 -3.0007 -0.4376 -0.2 -0.1 0.2
C 2.0292 -1.8100 1.8911 0.1 0.0 -0.7
C 1.8498 -3.0388 2.4962 0.0 -0.2 0.0
C 1.6292 -3.0924 3.8605 0.0 0.1 -0.1
C 1.5757 -1.9251 4.6181 0.0 0.0 -0.1
C 1.7546 -0.7003 3.9831 0.0 -0.1 -0.1
C 1.9793 -0.6373 2.6189 0.1 0.2 0.0
H 2.1233 0.3035 2.1116 0.0 0.2 0.0
H 1.7159 0.2116 4.5603 0.0 0.1 0.1
C 1.3464 -1.9999 6.0955 0.0 0.0 0.0
H 1.0951 -1.0242 6.5022 0.0 0.0 0.1
H 2.2480 -2.3568 6.5929 0.0 0.0 0.1
H 0.5433 -2.6971 6.3248 -0.1 0.0 0.1
H 1.4928 -4.0478 4.3454 0.0 -0.1 0.0
H 1.8974 -3.9311 1.8924 0.0 -0.2 0.0
C -0.2920 -2.4127 -0.2059 -0.4 -0.5 0.2
H -0.6419 -2.5498 0.8261 -0.1 0.1 -0.1
C -1.5067 -2.3083 -1.1331 0.5 0.1 -0.1
O -2.6001 -2.7326 -0.8243 -0.4 -0.1 0.3
N -1.2068 -1.7604 -2.3193 0.3 0.0 -0.2
H -0.2832 -1.3698 -2.4475 -0.1 -0.1 0.1
C -2.1818 -1.4912 -3.3412 -0.3 0.0 0.1
C -2.8411 -0.1209 -3.1854 0.4 0.3 -0.1
H -3.4530 0.1105 -4.0580 -0.1 -0.1 0.1
H -3.4662 -0.1104 -2.2933 -0.1 0.0 0.0
S -1.6859 1.2654 -2.8957 -0.1 -0.2 -0.3
C -0.5684 1.1798 -4.3720 -0.4 -0.1 0.6
C 0.8034 0.7764 -3.9951 0.4 0.9 -0.2
C 1.9438 1.5101 -3.8496 -0.6 -0.3 -0.2
C 2.9531 0.6042 -3.4382 -0.1 -0.6 0.1
C 2.3563 -0.6122 -3.3553 0.9 0.4 0.1
O 1.0544 -0.5220 -3.6922 -0.5 -0.1 -0.2
H 2.7221 -1.5747 -3.0591 0.0 -0.2 0.0
H 3.9762 0.8310 -3.2237 0.2 0.0 0.1
H 2.0496 2.5622 -4.0165 -0.1 0.2 -0.1
H -1.0254 0.4843 -5.0724 0.0 0.1 -0.2
H -0.5526 2.1811 -4.7971 0.1 -0.1 -0.1
H -2.9633 -2.2541 -3.2712 0.1 0.0 -0.1
H -1.6872 -1.5750 -4.3123 -0.1 0.0 0.1
H 0.2738 -3.3025 -0.4948 -0.3 0.0 0.1
H 1.8396 0.9640 -0.9244 0.0 0.1 -0.1
H 0.9904 3.2415 -0.5431 0.1 0.1 -0.1
H -2.6358 5.2599 0.7497 0.0 -0.2 0.0
H -3.2413 3.5940 0.6505 0.1 0.1 0.0
H -2.2184 3.1440 2.9279 0.0 -0.1 0.1
H -3.3971 4.4629 2.9831 -0.1 0.0 0.1
H -1.6634 4.8167 2.9811 0.0 0.1 0.1
```
Forces are in eV/Å.

The SMILES is CCOc1ccc(N(CC(=O)NCCSCc2ccco2)S(=O)(=O)c2ccc(C)cc2)cc1. For the relative energy (zero: lowest compared OMol25 entry of this formula, charge and spin), the calculation gives 0.0 kJ/mol. The value obtained for the LUMO energy is 0.66 eV. As for the HOMO-LUMO gap: 8.6726 eV. As for the highest occupied orbital energy: -8.02 eV.